Entry 1:
Formula: C3H4N2OS
Source: the OMol25 dataset
Level of theory: ωB97M-V/def2-TZVPD

Last column: Mulliken charge in e.
CARTESIAN COORDINATES (ANGSTROEM)
C -0.4720 1.4410 -2.7576  0.369
C -0.4078 1.0615 -1.6140  -0.497
C -0.2507 0.5427 -0.2976  0.135
N -1.3092 0.6526 0.4085  -0.402
O -1.1080 0.2259 1.7051  -0.328
N 0.9737 -0.0408 0.0681  -0.346
S 1.0989 -1.6010 0.6961  -0.142
H -0.5645 1.9131 -3.7386  0.409
H -1.9912 0.3090 2.0947  0.366
H 1.7869 0.3060 -0.4692  0.303
H 1.1824 -1.2722 2.0138  0.134

Atoms 1-2, force components in eV/Å:
-0.1 0.5 -0.1
0.4 0.3 -1.5

The value obtained for the highest occupied orbital energy is -8.9860 eV. The value obtained for the gap between HOMO and LUMO is 9.71 eV. Its SMILES is C#C/C(=N/O)NS. The lowest unoccupied orbital energy is 0.7 eV.



Entry 2:
Formula: C3H4N2OS
Source: the OMol25 dataset
Level of theory: ωB97M-V/def2-TZVPD

Last column: Mulliken spin population.
CARTESIAN COORDINATES (ANGSTROEM)
C -0.7414 0.1984 0.2720  0.047
C -0.0649 0.0478 -1.1597  0.050
C -0.0365 -0.8241 1.2605  0.640
N 1.1447 -1.0788 1.1496  0.363
N 0.0550 1.2311 -0.3702  0.108
O 1.1197 -0.6159 -1.4038  0.137
S 2.0295 -0.8373 -0.0980  0.631
H -1.7679 0.7189 0.7883  -0.001
H -0.6218 0.3344 -2.0117  0.000
H -0.4095 -1.0603 2.2555  0.034
H -0.7069 1.8858 -0.6826  -0.009

Atoms 1-2, force components in eV/Å:
-0.3 -0.7 3.7
-1.7 1.6 0.5

The value obtained for the highest occupied orbital energy (spin up / spin down) is -5.1420 / -9.6197 eV. As for the expectation value of S²: 2.007. The value obtained for the gap between HOMO and LUMO (spin up / spin down) is 5.87 / 8.03 eV. The lowest unoccupied orbital energy (spin up / spin down) is 0.7 / -1.6 eV. Its spin multiplicity is 3.



Summary of largest force on an atom in eV/Å
1.6; 11.9
(order as listed above)
Summary of energy above the lowest of the compared OMol25 structures with the same formula, charge and spin in kJ/mol
436.1; 394.6
(order as listed above)
Summary of energy in eV
-19034.528; -19031.273
(order as listed above)